# 1
This record from the OMol25 dataset describes a molecular structure, C46H41F3N4OP2S2TcTe at a distorted geometry. The level of theory is ωB97M-V/def2-TZVPD.

XYZ file:
```
101
Properties=species:S:1:pos:R:3:lowdin_spin:R:1
Tc -0.1893 0.0235 -0.3834 1.832
F 4.0238 -2.3688 1.2482 0.000
C 4.1224 -2.6238 -0.0676 -0.001
F 4.8177 -1.6129 -0.6064 -0.002
F 4.8462 -3.7298 -0.1965 0.000
C 2.7569 -2.7619 -0.6878 0.000
C 2.2941 -3.9612 -1.2046 0.016
C 1.0040 -4.0166 -1.7253 0.001
C 0.1968 -2.8970 -1.6474 0.010
N 0.6249 -1.7426 -1.1262 0.007
C 1.9056 -1.6596 -0.7019 0.022
S 2.2162 -0.0517 -0.1670 0.014
H 2.9327 -4.8288 -1.2021 0.001
H 0.6378 -4.9360 -2.1512 0.000
H -0.8188 -2.9215 -2.0194 0.000
Te 0.2223 1.6737 4.1887 0.130
C -1.6222 2.2056 5.2060 0.040
C -2.4388 3.2756 4.8888 0.002
C -3.6058 3.4451 5.6290 0.000
N -3.9379 2.6417 6.6122 -0.001
C -3.1548 1.6415 6.9432 0.003
C -1.9765 1.3761 6.2579 0.007
C -0.7560 0.8262 2.5440 0.534
P -1.3485 1.6492 1.0277 0.071
C -1.4397 3.3936 1.4875 -0.001
C -0.2305 4.0404 1.7356 0.002
C -0.2187 5.3744 2.1080 0.002
C -1.4147 6.0726 2.2047 -0.001
C -2.6171 5.4391 1.9219 0.000
C -2.6354 4.0996 1.5647 -0.001
C -3.0100 0.9175 1.0465 0.022
C -3.8756 1.0158 2.1307 0.009
C -5.0592 0.2970 2.1220 0.002
C -5.3749 -0.5168 1.0436 0.004
C -4.4973 -0.6452 -0.0214 0.003
C -3.3115 0.0639 -0.0106 0.006
P -0.2416 -0.7671 1.9140 0.071
C 1.0427 -1.3037 3.0762 0.001
C 2.2573 -0.6140 3.0954 0.005
C 3.2026 -0.9029 4.0611 0.001
C 2.9323 -1.8549 5.0321 0.001
C 1.7140 -2.5145 5.0366 0.000
C 0.7701 -2.2546 4.0570 0.001
C -1.5856 -1.9699 2.1740 0.033
C -1.5968 -3.0849 1.3394 0.005
C -2.5530 -4.0684 1.5029 0.001
C -3.5047 -3.9375 2.5011 0.001
C -3.5056 -2.8236 3.3263 0.001
C -2.5485 -1.8370 3.1681 0.007
H -2.1925 3.9686 4.1029 0.000
H -4.2914 4.2536 5.4176 0.000
H -3.4730 1.0259 7.7718 0.000
H -1.3487 0.5475 6.5459 0.001
H 0.6996 3.5011 1.5969 0.000
H 0.7218 5.8688 2.3050 0.000
H -1.4076 7.1152 2.4864 0.000
H -3.5453 5.9905 1.9750 0.000
H -3.5705 3.6069 1.3420 0.000
H -3.6052 1.6352 2.9774 0.001
H -5.7275 0.3460 2.9690 0.000
H -6.3039 -1.0631 1.0392 0.000
H -4.7444 -1.2942 -0.8474 0.000
H -2.6093 -0.0071 -0.8507 0.001
H 2.4650 0.1416 2.3483 0.001
H 4.1470 -0.3825 4.0545 0.000
H 3.6738 -2.0848 5.7810 0.000
H 1.4986 -3.2374 5.8087 0.000
H -0.1738 -2.7816 4.0692 0.000
H -0.8434 -3.1830 0.5690 0.000
H -2.5525 -4.9361 0.8598 0.000
H -4.2345 -4.7166 2.6460 0.000
H -4.2524 -2.7313 4.1008 0.000
H -2.5408 -0.9705 3.8150 0.004
N 2.1317 1.1791 -3.2360 0.006
C 0.8952 0.8801 -3.6479 0.022
S -0.3994 1.0730 -2.5404 0.070
N 0.7114 0.5878 -4.9328 0.006
C -0.3870 0.0800 -5.6597 0.000
C -1.6065 -0.2886 -5.1044 0.004
C -2.5925 -0.8258 -5.9138 0.000
C -2.3820 -1.0012 -7.2695 0.001
C -1.1693 -0.6274 -7.8236 0.000
C -0.1794 -0.0882 -7.0282 0.001
H 2.3085 1.4035 -2.2650 0.001
H 2.9289 1.1387 -3.8526 0.001
H 1.5283 0.6913 -5.5313 0.001
H -1.8019 -0.1501 -4.0543 0.002
H -3.5361 -1.1123 -5.4785 0.000
H -3.1554 -1.4197 -7.8914 0.000
H -0.9929 -0.7586 -8.8769 0.000
H 0.7579 0.2166 -7.4705 0.000
C -3.9417 3.1471 -2.4030 0.000
C -2.5767 3.3801 -1.8396 0.001
C -1.8334 4.5700 -2.3565 0.001
O -2.1011 2.6479 -0.9854 0.013
H -4.5506 4.0327 -2.2373 0.000
H -4.4120 2.2863 -1.9332 0.000
H -3.8888 2.9946 -3.4786 0.000
H -2.2578 5.4646 -1.8993 0.000
H -1.9486 4.6731 -3.4324 0.000
H -0.7818 4.5100 -2.0836 0.000
```

Computed properties:
Energy relative to the best compared isomer or geometry (same formula, charge and spin): 24.8 kcal per mole
Expectation value of S²: 3.7811
2S+1: 4
Charge: +2
Energy: -114254.423 eV
E_HOMO (spin up / spin down): -12.351 / -12.513 eV



# 2
This record from the OMol25 dataset describes a molecular structure, C46H41N2O3P2PdS2. The level of theory is ωB97M-V/def2-TZVPD.

XYZ file:
```
97
Properties=species:S:1:pos:R:3:mulliken_charge:R:1
Pd 0.2966 0.0429 -0.1062 0.749
C 2.6882 -3.2061 1.4913 -1.003
N 1.8406 -2.1920 0.8752 0.513
P 2.2904 -0.9158 -0.1291 1.578
C 3.6775 -0.0323 0.6051 0.349
C 4.9681 -0.5633 0.5586 -0.417
C 6.0088 0.0939 1.1931 -0.798
C 5.7706 1.2862 1.8660 -0.563
C 4.4922 1.8226 1.9079 -1.017
C 3.4460 1.1630 1.2806 0.048
C 2.9043 -1.5576 -1.6864 0.788
C 3.6783 -0.7230 -2.4936 -0.591
C 4.0859 -1.1566 -3.7448 -0.732
C 3.7313 -2.4247 -4.1863 -0.646
C 2.9613 -3.2555 -3.3843 -0.716
C 2.5348 -2.8188 -2.1406 -0.564
P 0.3452 -1.5978 1.4172 1.356
C 0.4828 -1.1481 3.1537 0.148
C 0.4860 0.1991 3.5050 -0.384
C 0.6556 0.5711 4.8304 -0.898
C 0.8274 -0.4022 5.8036 -0.504
C 0.8177 -1.7489 5.4598 -0.801
C 0.6384 -2.1248 4.1392 -0.399
C -0.8284 -2.9495 1.3473 0.799
C -0.6726 -3.9694 0.4144 -0.353
C -1.6373 -4.9572 0.3046 -0.625
C -2.7639 -4.9191 1.1138 -0.647
C -2.9252 -3.8986 2.0407 -0.479
C -1.9590 -2.9141 2.1613 -1.021
H 3.5039 -3.4540 0.8122 0.374
H 2.1073 -4.1115 1.6692 0.376
H 3.1079 -2.8557 2.4365 0.268
H 5.1624 -1.4803 0.0151 0.440
H 7.0078 -0.3196 1.1584 0.450
H 6.5880 1.8007 2.3538 0.426
H 4.3101 2.7557 2.4241 0.476
H 2.4437 1.5747 1.3057 0.036
H 3.9664 0.2624 -2.1443 0.521
H 4.6858 -0.5097 -4.3709 0.463
H 4.0561 -2.7659 -5.1605 0.418
H 2.6804 -4.2397 -3.7344 0.463
H 1.9007 -3.4468 -1.5310 -0.063
H 0.3351 0.9480 2.7355 0.383
H 0.6468 1.6177 5.1044 0.457
H 0.9599 -0.1128 6.8378 0.419
H 0.9424 -2.5049 6.2234 0.442
H 0.6068 -3.1756 3.8762 0.464
H 0.1878 -3.9726 -0.2417 0.053
H -1.5164 -5.7500 -0.4216 0.490
H -3.5210 -5.6864 1.0202 0.404
H -3.8046 -3.8712 2.6704 0.458
H -2.0847 -2.1202 2.8885 0.409
O -1.5713 0.9783 0.3171 -0.532
S -2.5064 1.1263 -0.8920 0.835
C -2.7060 2.8920 -1.0301 0.147
C -3.0785 3.6621 0.0648 -0.413
C -3.1482 5.0359 -0.0753 -0.810
C -2.8485 5.6297 -1.2988 -0.466
C -2.4751 4.8538 -2.3842 -0.712
C -2.3992 3.4720 -2.2503 -0.059
C -4.1142 0.7053 -0.2465 0.332
C -4.1800 -0.1971 0.8007 -0.313
C -5.4253 -0.5759 1.2786 -0.514
C -6.5800 -0.0698 0.6995 -0.566
C -6.4971 0.8216 -0.3618 -0.691
C -5.2584 1.2165 -0.8422 -0.534
H -3.3052 3.1821 1.0087 0.451
H -3.4413 5.6502 0.7659 0.439
H -2.9084 6.7053 -1.4018 0.422
H -2.2413 5.3191 -3.3327 0.430
H -2.1002 2.8491 -3.0861 0.428
H -3.2666 -0.6019 1.2103 0.184
H -5.4936 -1.2773 2.1000 0.446
H -7.5492 -0.3721 1.0735 0.394
H -7.3973 1.2156 -0.8138 0.404
H -5.1908 1.9205 -1.6621 0.453
S 1.1031 2.2342 -4.0640 -0.319
C 0.7288 1.0192 -2.9175 -0.696
N 0.6448 1.4215 -1.6873 1.712
C 0.8705 2.7890 -1.5712 -1.216
C 0.8022 3.5329 -0.3939 -0.571
C 1.0322 4.8887 -0.4677 -0.968
C 1.3264 5.5082 -1.6913 -0.722
C 1.3828 4.7833 -2.8628 -0.453
C 1.1455 3.4117 -2.7897 1.368
H 0.5712 -0.0213 -3.1835 0.216
H 0.5399 3.0423 0.5354 0.455
H 0.9764 5.4904 0.4296 0.461
H 1.5063 6.5744 -1.7171 0.448
H 1.5998 5.2642 -3.8070 0.473
C -1.8491 -3.1021 -2.8393 -1.555
C -1.4497 -2.0105 -1.8594 0.646
O -2.3026 -1.5690 -1.0694 -0.486
O -0.2420 -1.6095 -1.9215 -0.421
H -2.7932 -3.5568 -2.5490 0.362
H -1.0650 -3.8570 -2.9078 0.316
H -1.9603 -2.6608 -3.8319 0.401
```

Computed properties:
Energy relative to the best compared isomer or geometry (same formula, charge and spin): 0.0 kcal per mole
Charge: +1
Energy: -101216.033 eV
E_HOMO: -10.298 eV



Question: The highest energy relative to the best compared isomer or geometry (same formula, charge and spin) belongs to which entry?
Answer: C46H41F3N4OP2S2TcTe



Question: The highest energy belongs to which entry?
Answer: C46H41N2O3P2PdS2



Question: The highest energy belongs to which entry?
Answer: C46H41N2O3P2PdS2